Record 1
{
  "formula": "C5H6O",
  "method": "ωB97M-V/def2-TZVPD",
  "species": ["C", "C", "C", "C", "O", "C", "H", "H", "H", "H", "H", "H"],
  "coordinates": [[-0.4161, -0.0499, -2.1428], [-0.4533, 0.6670, -1.1725], [-0.1994, 0.8138, 0.2670], [1.1453, 0.0893, 0.4922], [0.4655, -1.1758, 0.5045], [-0.7455, -0.4964, 0.8768], [-0.3304, -0.7600, -2.9322], [-0.3961, 1.7794, 0.7388], [1.8939, 0.1953, -0.2978], [1.5884, 0.2798, 1.4771], [-0.8352, -0.4930, 1.9689], [-1.6582, -0.8864, 0.4179]],
  "forces_ev_per_angstrom": [[-0.1, 0.5, 0.1], [0.2, -0.6, -0.4], [0.0, 0.1, 0.0], [0.3, 0.2, 0.0], [0.1, -0.2, 0.3], [-0.3, -0.1, 0.2], [-0.2, 0.3, -0.2], [0.0, -0.2, -0.2], [-0.1, -0.2, 0.1], [0.0, 0.1, -0.1], [-0.1, 0.2, 0.0], [0.3, -0.1, 0.1]],
  "mulliken_charge": [0.08, -0.74, 0.00, -0.49, -0.38, -0.49, 0.37, 0.44, 0.33, 0.27, 0.28, 0.33],
  "spin_multiplicity": 1,
  "max_force_ev_per_a": 0.70,
  "charge": 0,
  "e_tot_ha": -269.2213
}


Record 2
{
  "formula": "C3H4N2O",
  "method": "ωB97M-V/def2-TZVPD",
  "species": ["O", "C", "C", "C", "N", "N", "H", "H", "H", "H"],
  "coordinates": [[2.2135, 0.1388, -0.4174], [0.8897, 0.0124, -0.1708], [-0.0587, 1.0585, -0.0256], [-1.2200, 0.3971, 0.2827], [-0.9560, -0.9300, 0.2682], [0.3461, -1.1787, -0.0141], [2.6183, -0.7401, -0.3518], [-0.0157, 2.1127, -0.2810], [-2.1967, 0.8252, 0.4613], [-1.6204, -1.6960, 0.2486]],
  "forces_ev_per_angstrom": [[0.0, 0.0, 0.0], [-0.2, -0.2, 0.0], [0.0, 0.1, -0.2], [-0.1, 0.0, -0.4], [-0.2, 0.1, 0.1], [0.0, 0.1, 0.0], [-0.2, 0.2, -0.1], [0.4, -0.3, 0.4], [0.0, -0.3, 0.0], [0.4, 0.4, 0.2]],
  "mulliken_charge": [-0.51, 0.50, -0.42, -0.33, 0.22, -0.81, 0.36, 0.34, 0.40, 0.25],
  "spin_multiplicity": 1,
  "max_force_ev_per_a": 0.65,
  "smiles": "Oc1cc[nH]n1",
  "charge": 0,
  "e_tot_ha": -301.4502
}


Record 3
{
  "formula": "C8H10N2O2",
  "method": "ωB97M-V/def2-TZVPD",
  "species": ["H", "N", "C", "C", "C", "C", "C", "C", "C", "C", "N", "O", "O", "H", "H", "H", "H", "H", "H", "H", "H", "H"],
  "coordinates": [[1.8954, -3.0284, -1.7982], [1.2893, -2.2124, -1.5821], [0.5518, -2.3783, -0.5637], [-0.3785, -1.2819, 0.1237], [0.3791, -0.8841, 1.3817], [0.8265, 0.3699, 1.5455], [0.7264, 1.4223, 0.5224], [1.3612, 2.7582, 0.7055], [-0.1124, 1.2076, -0.5267], [-0.8242, 0.0239, -0.5609], [-2.0583, 0.0211, -1.1530], [-2.7522, 0.9501, -1.5716], [-2.7220, -1.2277, -1.0678], [0.3967, -3.1991, 0.1553], [-1.3273, -1.6949, 0.6130], [0.5738, -1.6113, 2.1349], [1.4413, 0.6078, 2.4489], [0.5895, 3.5254, 0.9936], [1.7508, 3.2237, -0.2122], [2.2317, 2.8829, 1.4568], [-0.4305, 1.9120, -1.3581], [-3.4082, -1.3868, -1.6868]],
  "forces_ev_per_angstrom": [[-0.6, 0.5, 0.4], [-0.4, -0.5, 0.8], [-1.5, 1.3, 0.7], [-0.5, 0.6, 0.7], [0.3, 1.5, -0.8], [1.2, 0.0, 0.7], [-0.7, 0.1, -0.6], [1.0, 2.1, 1.0], [0.5, 2.2, -0.5], [-3.3, -3.6, -1.4], [0.9, -0.6, 1.0], [0.5, 0.4, -0.4], [2.2, -0.7, 2.0], [0.9, -0.7, -0.7], [1.2, -0.3, -1.4], [0.0, -0.6, 0.4], [-0.7, -0.2, -0.8], [0.5, -0.8, 0.2], [-0.1, -0.6, -0.1], [-1.5, -0.7, -1.0], [0.9, -0.4, 1.4], [-1.0, 1.1, -1.5]],
  "mulliken_charge": [0.26, -0.57, -0.11, 0.49, -0.67, -0.71, 0.93, -1.33, -0.56, -0.26, 0.76, -0.72, -0.50, 0.33, 0.37, 0.45, 0.26, 0.28, 0.34, 0.31, 0.30, 0.33],
  "spin_multiplicity": 1,
  "max_force_ev_per_a": 5.10,
  "smiles": "[H]/N=C/[C@H]1C=CC(C)=C/C1=[N+](\\[O-])O",
  "charge": 0,
  "e_tot_ha": -570.6319
}


Record 4
{
  "formula": "C5H18N2O",
  "method": "ωB97M-V/def2-TZVPD",
  "species": ["C", "C", "C", "C", "C", "N", "N", "H", "H", "H", "H", "H", "H", "H", "H", "H", "H", "H", "H", "H", "H", "H", "H", "H", "H", "O"],
  "coordinates": [[1.2072, -1.1728, 1.2363], [0.4102, 0.0658, 0.9502], [0.5173, 0.3682, -0.6202], [-0.7419, 0.8629, -1.3224], [-0.7923, 2.3298, -1.6550], [-0.4912, 2.5904, -3.0836], [0.9417, -1.6935, 2.6466], [0.8341, -1.9857, 0.4928], [2.2522, -0.9857, 1.0032], [-0.6990, -0.0325, 0.9809], [0.4711, 0.9311, 1.6132], [1.2369, 1.2195, -0.8440], [1.0458, -0.5157, -1.0156], [-1.5116, 0.4675, -0.6451], [-1.0733, 0.2767, -2.2259], [-1.7921, 2.9030, -1.4553], [-0.1431, 2.9694, -0.9022], [0.1919, 3.3442, -3.2584], [-1.2684, 2.9550, -3.6680], [-0.1819, 1.8424, -3.7094], [0.9219, -0.8529, 3.2506], [1.7993, -2.1347, 3.0199], [0.1128, -2.3159, 2.6951], [-1.1490, -3.5785, 1.3915], [-1.3605, -4.1510, 2.8542], [-0.7382, -3.7068, 2.2705]],
  "forces_ev_per_angstrom": [[-1.6, -1.5, -1.1], [-2.6, 1.1, -2.1], [2.9, 1.5, 0.2], [-1.5, -2.4, -0.1], [-1.5, 2.7, 3.0], [0.4, 1.7, -2.5], [2.5, 2.0, 0.1], [0.8, 1.2, 1.5], [0.2, -0.3, 0.6], [0.5, -1.1, 0.7], [1.1, 0.0, -0.1], [-0.2, -1.2, 0.7], [-0.8, 0.3, -0.5], [-0.6, 1.2, -0.2], [0.9, 0.4, 0.5], [1.4, -1.7, -0.5], [-0.5, -1.3, -2.1], [0.2, -0.2, 0.6], [-0.3, -0.2, 0.9], [0.3, -0.7, 0.8], [-0.8, -0.5, -0.1], [-0.6, -0.6, -0.4], [-0.2, -0.4, 0.1], [0.0, -0.5, 0.8], [-0.2, -0.1, -0.1], [0.1, 0.6, -0.7]],
  "mulliken_charge": [-0.89, -0.42, -0.77, -0.76, -0.65, -0.36, -0.16, 0.30, 0.31, 0.32, 0.43, 0.39, 0.44, 0.41, 0.43, 0.34, 0.38, 0.38, 0.37, 0.38, 0.40, 0.37, 0.35, 0.34, 0.34, -0.69],
  "spin_multiplicity": 1,
  "max_force_ev_per_a": 4.31,
  "charge": 2,
  "e_tot_ha": -385.4273
}


Record 5
{
  "formula": "C4H9O3",
  "method": "ωB97M-V/def2-TZVPD",
  "species": ["C", "O", "C", "H", "H", "H", "H", "H", "H", "O", "C", "O", "C", "H", "H", "H"],
  "coordinates": [[0.2258, 1.9724, 0.7316], [1.3218, 1.3788, 0.0378], [-0.8242, 2.5612, -0.2062], [-0.1772, 1.2035, 1.3947], [0.6674, 2.7673, 1.3463], [0.9412, 0.5421, -0.3461], [-1.3027, 1.7004, -0.6714], [-1.5549, 3.1060, 0.3994], [-0.3595, 3.1937, -0.9615], [-0.4554, -0.6020, -0.8874], [-0.1305, -1.5186, -0.0643], [0.4127, -1.3930, 1.0465], [-0.4808, -2.9309, -0.5024], [0.2030, -3.6831, -0.1046], [-1.4868, -3.2048, -0.1620], [-0.4731, -2.9693, -1.5941]],
  "forces_ev_per_angstrom": [[1.0, 0.0, -0.1], [-0.5, -0.2, -0.4], [0.1, -0.8, 0.6], [-0.4, 0.1, 0.0], [-0.1, 0.0, 0.0], [0.1, 0.6, 0.3], [-0.2, 0.2, -0.3], [-0.1, 0.2, -0.2], [-0.1, 0.1, 0.0], [0.4, -0.3, 0.5], [-0.3, 0.3, -0.1], [0.0, 0.2, 0.0], [-0.2, -0.6, -0.5], [0.1, 0.1, 0.1], [0.1, 0.2, 0.0], [-0.1, -0.1, 0.0]],
  "mulliken_charge": [-0.25, -0.59, -0.87, 0.22, 0.33, 0.34, 0.26, 0.30, 0.23, -0.79, 0.78, -0.71, -1.02, 0.31, 0.21, 0.27],
  "spin_multiplicity": 1,
  "max_force_ev_per_a": 1.02,
  "charge": -1,
  "e_tot_ha": -383.5947
}


Record 6
{
  "formula": "C10H11I3N4O5",
  "method": "ωB97M-V/def2-TZVPD",
  "species": ["C", "C", "I", "C", "I", "N", "C", "C", "O", "O", "C", "N", "C", "O", "N", "C", "C", "I", "C", "O", "N", "O", "H", "H", "H", "H", "H", "H", "H", "H", "H", "H", "H"],
  "coordinates": [[4.3272, 0.1306, -0.2155], [2.7215, 0.3498, -0.4125], [2.1663, 2.0252, -1.7087], [1.7533, -0.5284, 0.2126], [2.6540, -2.1653, 1.3972], [0.2944, -0.3473, 0.0297], [-0.4013, -1.6643, -0.0903], [0.2417, -2.5825, -1.2838], [0.2012, -3.8763, -1.2496], [0.8173, -1.9624, -2.4149], [-2.0187, -1.5259, -0.3168], [-2.4096, -1.3883, -1.7516], [-1.9344, -0.2977, -2.3030], [-1.3576, 0.5883, -2.9648], [-2.6353, -0.4966, 0.6067], [-1.6724, -0.0944, 1.7238], [-0.3272, 0.5605, 1.0500], [0.9599, 1.1223, 2.7208], [-0.8526, 1.9727, 0.3841], [0.0152, 3.1080, 0.7360], [-0.5402, 4.2557, 0.2228], [-0.2680, 4.3867, -0.9343], [4.5731, 0.2753, 0.8960], [4.6422, -0.9550, -0.4856], [4.8812, 0.8646, -0.9014], [-0.3016, -2.3287, 0.8649], [-2.4408, -2.5531, 0.0320], [-3.4307, -0.9640, 1.1048], [-3.0477, 0.3239, 0.1297], [-2.2446, 0.6557, 2.3784], [-1.4257, -0.9965, 2.4040], [-1.0590, 1.8858, -0.7407], [-1.8812, 2.2218, 0.8803]],
  "forces_ev_per_angstrom": [[-1.0, -0.1, -0.3], [-1.0, -2.8, 1.7], [0.4, -1.6, 1.0], [2.4, 2.9, -2.8], [-1.0, 1.0, -0.7], [0.8, -0.7, 1.7], [-0.5, -1.2, 0.4], [2.7, -1.7, -6.3], [-0.8, 4.5, 1.7], [-3.2, -1.3, 6.1], [1.7, -2.9, -1.0], [1.3, 5.1, -0.1], [3.2, 0.7, -2.7], [-4.3, -5.2, 4.2], [-0.7, -0.6, 1.4], [1.1, 0.7, 0.9], [-1.7, 0.9, -0.3], [-0.5, -0.3, 0.0], [-1.1, -0.2, 0.7], [-0.5, -2.6, 0.0], [0.3, 1.5, -2.8], [-0.8, 0.0, 2.1], [-0.2, 0.0, -1.7], [-0.8, 1.9, 0.3], [-0.8, -1.1, 1.3], [0.0, 1.2, -1.4], [0.7, 1.9, -0.8], [0.6, 0.6, -0.8], [0.5, -0.4, 0.0], [1.1, -1.0, -1.1], [-0.4, 1.3, -1.5], [0.9, 0.1, 1.5], [1.6, -0.4, -0.7]],
  "mulliken_charge": [-1.12, 0.46, 0.04, -1.00, 0.09, 1.16, -0.16, 0.07, -0.69, -0.66, -0.40, -0.53, 0.80, -0.41, 0.04, -1.18, -0.41, 0.23, -0.27, -0.11, 0.08, -0.22, 0.30, 0.32, 0.34, 0.43, 0.37, 0.45, 0.46, 0.48, 0.40, 0.27, 0.36],
  "spin_multiplicity": 1,
  "max_force_ev_per_a": 7.94,
  "smiles": "C/C(I)=C(\\I)N1[C@H](C(=O)[O-])[C@H](N=C=O)[NH2+]C[C@]1(I)CON=O",
  "charge": 0,
  "e_tot_ha": -1875.5883
}


no.,LUMO (eV),Kohn-Sham gap (eV),HOMO level (eV)
1,1.081,11.030,-9.949
2,1.056,9.983,-8.927
3,-0.058,7.449,-7.507
4,-5.976,12.470,-18.446
5,4.318,8.798,-4.480
6,-1.315,6.193,-7.508